No. 1
An isolated molecule of C6H7NO2 at a distorted geometry. Source: the OMol25 dataset; level of theory: ωB97M-V/def2-TZVPD.

```
16
Properties=species:S:1:pos:R:3:forces:R:3
H 3.2032 -0.6770 -0.4167 -0.292 -0.182 0.071
N 2.7024 0.2091 -0.4087 0.585 0.374 -0.163
C 1.4865 0.1405 -0.0727 -0.062 -0.633 0.070
C 0.7238 1.3821 -0.0305 -0.489 0.441 0.014
C -0.6081 1.4185 -0.0111 0.127 0.026 -0.063
C -1.4156 0.1804 -0.0737 0.372 -0.349 0.541
O -2.7287 0.2767 0.3317 -0.197 -0.032 0.064
O -1.1594 -0.6747 -1.1568 -0.088 0.004 -1.228
C -0.7127 -1.1052 0.1017 -0.020 0.004 0.876
C 0.7725 -1.1288 0.3545 -0.060 -0.028 -0.193
H 1.3108 2.2872 -0.0385 0.040 0.116 0.009
H -1.1593 2.3449 0.0452 0.026 0.167 -0.010
H -3.2825 0.5224 -0.4190 0.086 0.031 -0.027
H -1.2845 -1.9292 0.5199 -0.019 0.029 0.009
H 1.2180 -1.9886 -0.1559 0.018 0.059 0.089
H 0.9336 -1.2584 1.4306 -0.025 -0.027 -0.061
```
Forces are in eV/Å.

Its multiplicity is 1. The value obtained for the HOMO energy is -9.50 eV. The electronic energy comes out at -11918.8507 eV. As for the charge: 0. The SMILES is [H]/N=C1/C=C[C@@]2(O)O[C@H]2C1. The calculation puts the relative energy (zero: lowest compared OMol25 entry of this formula, charge and spin) at 152.5 kJ/mol.



No. 2
A structure of composition C11H22BCaFN3O4 at a distorted geometry. Source: the OMol25 dataset; level of theory: ωB97M-V/def2-TZVPD.

```
43
Properties=species:S:1:pos:R:3:forces:R:3
N 4.7651 -0.5424 -0.0010 -0.437 -0.046 0.180
C 4.7661 0.1485 -1.2427 -1.598 -0.805 0.812
O 5.7609 0.2310 -1.8432 3.082 0.889 -1.650
C 3.5468 0.8385 -1.8375 -0.780 0.989 -0.634
C 3.1762 2.1917 -1.1251 -0.637 -1.245 0.446
B 1.6985 2.3011 -0.5244 0.256 -0.255 0.554
C 0.7971 1.1187 -0.0614 -0.158 0.576 0.157
C -0.6192 1.2163 -0.6832 1.118 0.244 -0.258
O -1.2310 -0.0470 -0.5035 -0.691 0.546 0.523
C -2.3527 -0.1869 -1.2782 -0.755 -0.401 2.316
O -2.3073 -0.2516 -2.4316 0.404 0.110 -3.741
H 4.5055 0.0432 0.7824 -0.334 -0.184 -0.025
H 4.2094 -1.3916 -0.0353 -0.064 0.129 -0.040
H 2.6690 0.1983 -1.9367 0.222 -0.178 0.161
H 3.8356 1.1096 -2.8598 0.066 -0.499 0.011
H 3.8989 2.3402 -0.3050 -0.187 0.511 -0.085
H 3.2967 3.0330 -1.8509 0.851 -2.513 1.513
H 1.2444 3.4216 -0.3861 -0.091 0.263 -0.396
H 1.2477 0.1347 -0.2018 -0.161 0.062 -0.166
H 0.6443 1.2496 1.0221 0.227 -0.094 -0.089
H -0.5587 1.4845 -1.7493 -0.102 -0.402 0.022
H -1.1786 2.0354 -0.2092 -0.068 -0.305 0.155
H -3.3410 -0.2790 -0.7999 0.482 -0.029 0.917
C 3.9503 3.4199 3.6046 0.092 0.282 0.274
C 3.5753 2.3256 2.7208 -0.003 -0.083 0.116
N 3.2782 1.4484 2.0398 0.000 0.383 -0.010
H 3.1234 3.6996 4.2565 -0.072 -0.132 -0.071
H 4.7918 3.1414 4.2380 -0.012 -0.147 -0.085
H 4.2410 4.3044 3.0385 -0.012 -0.089 -0.098
F 3.7851 -1.4482 -3.0431 -0.267 0.500 0.432
C -5.1347 -4.4013 1.5910 0.009 -0.005 0.047
C -5.5390 -2.9553 1.4464 -0.027 0.226 0.178
O -5.4570 -2.1620 2.3704 0.062 -0.044 -0.040
N -6.0065 -2.5459 0.2347 0.178 -0.239 0.037
C -6.1772 -3.3264 -0.9783 -0.130 0.518 0.060
H -4.7865 -4.5687 2.6060 -0.031 0.109 -0.001
H -5.9872 -5.0557 1.4041 0.084 -0.062 -0.104
H -4.3240 -4.6413 0.9015 -0.092 -0.108 -0.054
H -6.2570 -1.5698 0.2141 -0.068 -0.038 0.000
H -5.5760 -2.8845 -1.7752 -0.011 -0.190 -0.108
H -7.2262 -3.2949 -1.2771 0.033 -0.174 -0.113
H -5.8772 -4.3589 -0.8355 0.013 0.030 0.061
Ca 3.1295 4.4761 -2.6959 -0.392 1.902 -1.203
```
Forces are in eV/Å.

Its multiplicity is 1. The value obtained for the HOMO energy is -9.83 eV. The electronic energy comes out at -46242.1776 eV. As for the charge: +1.



No. 3
An isolated molecule of C18H29N3O. Source: the OMol25 dataset; level of theory: ωB97M-V/def2-TZVPD.

```
51
Properties=species:S:1:pos:R:3:forces:R:3
C -4.6283 -2.1140 -1.6888 -0.225 0.097 0.011
C -5.6950 -1.5145 -0.7809 0.305 -0.190 0.104
C -5.1232 -1.0928 0.5797 -0.345 0.125 -0.079
C -6.2355 -0.5894 1.5032 0.197 -0.192 -0.013
C -4.0507 -0.0448 0.4212 0.123 -0.186 0.129
C -2.7535 -0.2871 0.8522 -0.153 0.024 -0.103
C -1.7561 0.6610 0.7170 0.069 0.162 0.008
C -2.0326 1.8896 0.1203 -0.146 -0.358 0.035
N -1.0681 2.8853 -0.0291 -0.215 0.523 0.106
C 0.2932 2.7950 -0.2569 -0.186 -0.124 -0.194
O 1.0006 3.7726 -0.1332 0.272 0.326 0.085
N 0.7377 1.5859 -0.6816 -0.112 -0.388 -0.046
C 2.1390 1.2925 -0.8481 0.246 -0.049 0.171
C 2.6259 0.2936 0.2115 -0.037 0.215 -0.182
N 4.0576 0.0896 0.1289 -0.120 -0.061 0.055
C 4.4317 -0.8316 -0.9284 0.187 0.127 -0.260
C 5.9450 -0.8278 -1.1193 -0.115 -0.279 0.047
C 6.6352 -1.2317 0.1780 0.043 0.269 -0.064
C 6.1660 -0.3035 1.2920 -0.127 -0.285 0.086
C 4.6437 -0.3286 1.3896 0.216 0.200 0.144
C -3.3398 2.1483 -0.2907 0.123 0.015 -0.022
C -4.3274 1.1966 -0.1412 0.053 -0.047 0.092
H -4.1773 -2.9878 -1.2229 0.088 -0.108 0.020
H -3.8430 -1.3871 -1.8851 0.104 0.015 -0.061
H -5.0627 -2.4177 -2.6384 0.040 -0.058 -0.111
H -6.1440 -0.6495 -1.2723 -0.112 0.053 0.027
H -6.4859 -2.2497 -0.6162 -0.091 0.054 0.002
H -4.6700 -1.9764 1.0433 0.028 0.042 -0.044
H -6.9669 -1.3757 1.6767 -0.122 -0.049 0.027
H -6.7473 0.2632 1.0640 -0.081 0.116 -0.039
H -5.8212 -0.2840 2.4615 -0.030 0.055 0.104
H -2.5155 -1.2337 1.3167 0.001 -0.102 0.044
H -0.7706 0.4580 1.1090 0.065 0.004 0.031
H -1.3997 3.8388 0.0091 0.203 -0.111 0.029
H 0.0768 0.8408 -0.8287 -0.019 0.131 -0.011
H 2.6823 2.2319 -0.7339 -0.017 -0.144 -0.078
H 2.3089 0.9033 -1.8560 0.049 0.088 0.055
H 2.0655 -0.6559 0.1105 0.017 0.036 0.086
H 2.3946 0.7159 1.1929 -0.034 -0.036 -0.036
H 3.9489 -0.5172 -1.8552 -0.029 -0.082 0.013
H 4.0920 -1.8605 -0.6979 -0.034 0.051 -0.017
H 6.2125 -1.5109 -1.9275 0.013 0.029 -0.051
H 6.2581 0.1790 -1.3984 0.018 0.037 -0.084
H 7.7194 -1.1754 0.0665 0.019 -0.079 0.014
H 6.3743 -2.2638 0.4261 0.032 -0.064 0.010
H 6.5970 -0.6017 2.2494 0.022 0.046 0.033
H 6.4835 0.7163 1.0714 0.025 0.071 0.055
H 4.3174 0.3656 2.1678 -0.045 -0.076 -0.009
H 4.3106 -1.3455 1.6735 -0.022 0.041 0.013
H -3.5743 3.1077 -0.7291 -0.008 0.087 -0.088
H -5.3287 1.4277 -0.4724 -0.131 0.030 -0.045
```
Forces are in eV/Å.

Its multiplicity is 1. The value obtained for the HOMO energy is -8.33 eV. The electronic energy comes out at -25655.8019 eV. As for the charge: 0. The SMILES is CC[C@H](C)c1ccc(NC(=O)NCCN2CCCCC2)cc1. The calculation puts the relative energy (zero: lowest compared OMol25 entry of this formula, charge and spin) at 0.0 kJ/mol.



No. 4
An isolated molecule of C3H6N2O at a distorted geometry. Source: the OMol25 dataset; level of theory: ωB97M-V/def2-TZVPD.

```
12
Properties=species:S:1:pos:R:3:forces:R:3
O 2.5855 -0.0567 -0.6314 -0.474 -0.669 0.363
C 1.4322 -0.1104 -0.2770 -0.820 -0.009 -0.120
N 0.6706 1.0314 0.0528 0.197 0.254 -0.152
C -0.7476 0.7755 -0.0630 -0.291 0.364 0.098
C -0.8222 -0.6098 0.4662 0.807 0.405 -0.253
N 0.5124 -1.1721 -0.2438 -3.898 0.743 1.065
H 1.0225 1.8833 -0.3589 0.152 -0.118 0.046
H -1.0904 0.7337 -1.1087 0.077 0.241 0.106
H -1.3644 1.4720 0.4992 0.112 0.241 0.039
H -0.6310 -0.7209 1.5429 -0.147 0.412 -0.175
H -1.8009 -1.1092 0.2461 1.183 -0.022 -0.363
H 0.0052 -2.0026 0.0392 3.103 -1.841 -0.653
```
Forces are in eV/Å.

Its multiplicity is 1. The value obtained for the HOMO energy is -9.80 eV. The electronic energy comes out at -8234.4225 eV. As for the charge: 0. The SMILES is O=C1NCCN1. The calculation puts the relative energy (zero: lowest compared OMol25 entry of this formula, charge and spin) at 219.6 kJ/mol.



No. 5
A structure of composition C29H80AgN7O8 at a distorted geometry. Source: the OMol25 dataset; level of theory: ωB97M-V/def2-TZVPD.

```
125
Properties=species:S:1:pos:R:3:forces:R:3
Ag 1.2296 -0.9753 -3.5493 0.561 -0.087 0.590
C -0.9982 -0.8310 0.9589 0.038 0.568 -0.919
O -0.7344 -0.4171 -0.3881 -0.314 -0.582 1.862
H -0.2498 -0.5159 1.6860 0.504 0.113 -0.339
H -1.9626 -0.5324 1.3699 -0.257 0.166 -0.515
H -0.9775 -1.9207 0.9644 0.101 -0.306 -0.230
C 0.1828 5.5207 1.0540 0.988 0.689 -0.987
C 1.5530 5.0183 1.5441 -0.545 0.659 -0.018
C 2.5900 6.1917 1.6781 -0.217 -1.575 1.135
O 2.9996 6.6696 0.4599 0.322 1.551 -1.140
C 3.8190 7.8388 0.6280 -0.247 -0.226 -0.144
N 1.4691 4.3571 2.8249 0.715 -0.119 0.522
H -0.1312 6.3809 1.6452 -0.277 -0.115 0.064
H -0.6208 4.7987 0.9088 0.185 -0.293 0.591
H 0.3908 5.8693 0.0425 -0.244 0.470 -0.180
H 1.9081 4.3135 0.7922 0.379 -0.056 0.071
H 3.4635 5.8373 2.2254 0.244 -0.674 0.081
H 2.2625 6.9774 2.3590 -0.869 0.386 -0.125
H 3.3037 8.6863 1.0798 -0.585 -0.106 0.117
H 4.1575 8.1950 -0.3450 0.120 -0.419 0.029
H 4.6472 7.6293 1.3050 0.326 -0.203 -0.185
H 0.8681 3.5454 2.8319 -0.139 0.157 -0.107
H 1.1421 5.0227 3.5107 -0.171 -0.139 0.246
C 2.4699 3.6916 -6.2136 1.689 0.582 0.086
C 1.3131 3.9144 -5.2528 2.116 0.626 -0.335
C 0.5811 5.1780 -5.7195 -0.219 0.917 -0.297
O 1.3338 6.4052 -5.7486 -0.044 -0.091 -0.377
C 1.7340 6.9148 -4.4821 -0.175 -2.101 0.449
N 0.5348 2.7122 -5.2062 -0.827 -0.132 0.048
H 2.2045 3.3775 -7.2231 -0.404 0.043 0.041
H 3.2960 3.0578 -5.8913 -0.544 -0.834 0.456
H 3.0747 4.5937 -6.3052 -0.520 0.551 -0.314
H 1.7180 4.0518 -4.2502 0.051 0.274 0.079
H -0.3664 5.3232 -5.2005 -0.091 0.068 0.632
H 0.2701 5.0593 -6.7575 0.174 -0.216 -0.198
H 2.3567 6.1339 -4.0455 0.445 0.131 0.404
H 0.8605 6.9323 -3.8304 -0.115 0.728 0.170
H 2.3379 7.8222 -4.4900 -0.552 0.066 -0.605
H 0.2694 2.5478 -6.1668 -0.417 -0.428 -0.206
H -0.3046 2.9757 -4.7101 -0.602 -0.448 0.124
C 6.9039 -2.7305 9.1127 -0.382 0.512 -0.121
C 7.1284 -2.1901 7.6679 -1.124 -2.256 -0.435
C 5.7990 -1.8582 6.9219 -0.088 1.737 -0.147
O 6.0496 -1.3420 5.5664 -0.190 -0.346 0.552
C 4.8798 -0.8630 4.9105 -0.095 0.413 0.538
N 8.1323 -1.1525 7.5505 -0.739 0.435 -0.466
H 5.8828 -2.6233 9.4787 -0.242 0.405 -0.219
H 7.5242 -2.1690 9.8112 0.140 -0.144 -0.021
H 7.0746 -3.7978 9.2536 0.466 0.080 -0.351
H 7.4401 -3.0501 7.0753 0.792 -0.071 0.026
H 5.3632 -1.0436 7.5003 -0.462 0.332 0.019
H 5.0355 -2.6312 6.8349 0.362 -0.517 0.283
H 5.1087 -0.3615 3.9702 0.559 -0.449 -0.083
H 4.3680 -0.0776 5.4667 0.079 0.112 0.564
H 4.1123 -1.6175 4.7379 0.176 -0.476 -0.062
H 8.0187 -0.4223 8.2390 -0.072 -0.162 0.805
H 7.7533 -0.6677 6.7496 0.811 0.397 -0.894
C -10.4221 -3.9652 -1.4175 0.352 -0.569 0.039
C -9.3021 -5.0247 -1.2255 -0.473 1.793 0.344
C -8.7814 -5.0016 0.2083 2.258 0.151 -0.302
O -8.2749 -3.7373 0.6943 -0.930 -0.126 0.360
C -7.1637 -3.1870 0.0121 -0.712 0.674 -0.023
N -9.8340 -6.3261 -1.5336 0.462 -1.508 -0.098
H -10.0577 -2.9408 -1.3405 0.046 -0.037 -0.099
H -11.1946 -4.1071 -0.6617 0.053 -0.050 0.138
H -10.9123 -4.1445 -2.3744 0.137 0.206 -0.106
H -8.4618 -4.8047 -1.8839 0.072 0.284 -0.132
H -7.8525 -5.5688 0.2669 -0.034 -1.014 -0.382
H -9.4659 -5.5137 0.8845 -0.298 0.837 0.311
H -7.4861 -2.8442 -0.9711 0.274 -0.101 -0.308
H -6.2450 -3.7694 -0.0578 -0.213 -0.801 -0.025
H -6.8614 -2.2939 0.5590 -0.257 0.033 0.179
H -9.3832 -6.6842 -2.3634 -0.429 0.443 -0.969
H -9.3799 -7.0049 -0.9394 -0.307 -0.217 1.071
C 4.7344 -4.0481 -0.1405 -0.057 1.168 0.218
C 3.9544 -2.8562 -0.7324 -0.793 -0.554 -0.255
C 4.9087 -1.8455 -1.3835 -1.851 0.520 1.659
O 4.1387 -0.6735 -1.7924 0.926 -0.677 -0.875
C 4.9705 0.4818 -1.6272 0.008 0.078 0.356
N 2.9531 -3.3130 -1.7493 0.774 0.412 -0.024
H 5.2147 -3.6413 0.7493 0.402 -0.291 0.044
H 5.4910 -4.3981 -0.8427 -0.016 -0.246 0.078
H 4.0875 -4.8539 0.2065 -0.046 -0.009 -0.282
H 3.3653 -2.4154 0.0718 0.232 0.437 -0.007
H 5.4936 -2.3691 -2.1398 0.043 0.531 -0.474
H 5.5286 -1.4816 -0.5641 0.565 -0.287 -0.158
H 4.5904 1.3792 -2.1154 -0.504 -0.325 -0.087
H 5.9796 0.3377 -2.0135 0.035 -0.228 -0.050
H 5.0227 0.6676 -0.5545 0.234 0.275 0.081
H 2.3404 -3.9782 -1.2995 -0.300 -0.094 0.156
H 3.5626 -3.8999 -2.3008 -0.320 -0.327 -0.924
C -5.5138 4.0604 -1.1733 0.874 0.542 -0.152
C -4.8244 4.1286 -2.5531 -0.948 0.654 -0.478
C -4.6819 5.5549 -3.1281 -0.676 -0.167 0.343
O -3.8543 6.3854 -2.3108 -0.052 -0.089 -0.495
C -3.6813 7.6697 -2.9003 -0.369 -0.145 -0.568
N -3.5444 3.5000 -2.6148 1.373 -0.264 0.406
H -6.5903 4.2277 -1.2098 0.065 -0.169 -0.031
H -5.0641 4.8173 -0.5307 -0.105 0.243 0.038
H -5.2476 3.1248 -0.6814 -0.441 -0.270 -0.155
H -5.3995 3.5617 -3.2852 -0.624 0.252 -0.034
H -5.6741 5.9930 -3.2367 -0.317 0.218 0.381
H -4.3470 5.5048 -4.1641 0.681 -0.118 -0.055
H -3.2445 7.6092 -3.8971 0.621 -0.301 -0.047
H -3.0850 8.3337 -2.2744 -0.083 -0.359 0.140
H -4.6349 8.1388 -3.1424 -0.402 0.122 0.557
H -2.8736 4.1334 -2.2038 0.357 0.102 0.134
H -3.5527 2.6877 -2.0146 0.122 -0.268 -0.001
C -2.2242 -6.7090 2.1603 0.396 -0.124 -0.146
C -0.8256 -7.1538 1.6750 -1.167 0.760 0.138
C -0.8579 -7.2214 0.1724 0.059 0.232 -0.321
O 0.3868 -7.5794 -0.4018 -0.636 0.759 -0.853
C 0.7574 -8.9150 -0.2714 0.487 -0.531 0.369
N 0.1855 -6.2108 2.1480 0.370 -0.559 0.304
H -2.2296 -6.5704 3.2415 -0.078 -0.191 -0.058
H -2.9873 -7.4191 1.8416 0.024 -0.176 0.271
H -2.5285 -5.7635 1.7116 0.219 0.245 -0.089
H -0.6602 -8.1638 2.0503 0.392 0.107 0.359
H -1.0839 -6.2213 -0.1975 0.124 0.196 -0.124
H -1.6970 -7.8345 -0.1564 0.121 -0.545 -0.234
H -0.0259 -9.6461 -0.4712 -0.476 0.167 0.196
H 1.1490 -9.0309 0.7392 0.123 -0.653 0.054
H 1.5293 -9.1582 -1.0015 0.193 0.334 0.103
H 0.0296 -5.2844 1.7769 -0.462 0.188 -0.054
H 1.0678 -6.4767 1.7346 0.325 -0.170 0.076
```
Forces are in eV/Å.

Its multiplicity is 2. The value obtained for the HOMO energy (spin up / spin down) is -10.64 / -10.64 eV. The electronic energy comes out at -62163.8978 eV. As for the charge: +1. The calculation puts the relative energy (zero: lowest compared OMol25 entry of this formula, charge and spin) at 160.0 kJ/mol. Its expectation value of S² is 0.75.